Entry 1:
Below is a cluster of 12 separate species, C49H95F12N3O13 in total, with properties calculated with wB97M-V/def2-TZVPD.

* structure (SMILES): CCOC(=O)C(F)(F)F.CCOC(=O)C(F)(F)F.CCOC(=O)C(F)(F)F.CCOC(=O)C(F)(F)F.CCN(CC)CC.CCN(CC)CC.CCN(CC)CC.CC(C)=O.CC(C)=O.CC(C)=O.CC(C)=O.CC(C)=O
* electronic energy: -4264.82125 Eh

Each line ends with the Löwdin charge.
Geometry (Å):
C -6.15 2.91 -3.95  -0.042
C -5.90 1.54 -4.57  -0.206
O -4.57 1.40 -5.03  0.045
C -3.62 1.14 -4.16  -0.384
O -3.80 0.91 -3.00  0.146
C -2.22 1.12 -4.79  -0.537
F -2.26 1.58 -6.04  0.175
F -1.39 1.90 -4.09  0.158
F -1.72 -0.12 -4.77  0.169
H -5.53 3.02 -3.07  0.043
H -7.22 3.06 -3.78  0.089
H -5.88 3.65 -4.72  0.088
H -6.57 1.32 -5.40  0.128
H -6.15 0.81 -3.79  0.124
C -3.20 4.55 -2.12  -0.047
C -2.31 5.46 -1.27  -0.181
O -2.55 5.28 0.13  0.035
C -1.92 6.09 0.97  -0.396
O -1.10 6.91 0.66  0.179
C -2.43 5.93 2.41  -0.519
F -2.77 7.12 2.92  0.174
F -3.49 5.12 2.50  0.162
F -1.45 5.46 3.22  0.145
H -3.04 3.49 -1.88  0.054
H -2.93 4.72 -3.16  0.090
H -4.25 4.81 -2.04  0.069
H -2.49 6.49 -1.58  0.135
H -1.30 5.17 -1.53  0.105
C -4.33 -3.13 -2.83  -0.048
C -2.91 -3.66 -3.02  -0.199
O -3.04 -5.06 -3.28  0.039
C -1.92 -5.74 -3.50  -0.393
O -0.83 -5.27 -3.42  0.160
C -2.14 -7.20 -3.92  -0.544
F -1.68 -8.00 -2.93  0.157
F -3.40 -7.49 -4.17  0.185
F -1.39 -7.49 -4.99  0.169
H -4.83 -3.12 -3.79  0.079
H -4.26 -2.14 -2.38  0.066
H -4.88 -3.75 -2.12  0.082
H -2.37 -3.49 -2.09  0.108
H -2.41 -3.17 -3.86  0.127
C 1.59 0.19 4.51  -0.064
C 0.68 -0.89 5.05  -0.199
O 1.12 -2.17 4.62  0.027
C 2.05 -2.80 5.34  -0.396
O 2.55 -2.35 6.31  0.185
C 2.35 -4.19 4.79  -0.544
F 3.68 -4.33 4.63  0.151
F 1.97 -5.10 5.70  0.176
F 1.75 -4.42 3.63  0.178
H 1.27 1.23 4.65  0.074
H 1.69 0.03 3.43  0.075
H 2.59 0.22 4.93  0.070
H -0.31 -0.74 4.61  0.114
H 0.57 -0.85 6.13  0.130
C -1.67 1.30 -0.70  -0.072
C -1.23 -0.04 -0.10  -0.247
N 0.16 -0.41 -0.24  -0.157
C 0.38 -1.65 0.52  -0.238
C 1.81 -2.08 0.68  -0.074
C 0.71 -0.47 -1.59  -0.229
C 0.32 -1.70 -2.43  -0.052
H -1.07 2.08 -0.23  0.049
H -2.75 1.39 -0.71  0.047
H -1.40 1.34 -1.75  0.043
H -1.50 0.00 0.96  0.093
H -1.91 -0.79 -0.54  0.112
H -0.09 -1.52 1.50  0.104
H -0.28 -2.43 0.10  0.094
H 2.21 -2.43 -0.28  0.069
H 2.56 -1.38 1.03  0.043
H 1.91 -2.95 1.33  0.074
H 1.79 -0.38 -1.50  0.096
H 0.30 0.41 -2.09  0.090
H -0.75 -1.88 -2.32  0.056
H 0.85 -2.59 -2.10  0.063
H 0.46 -1.60 -3.51  0.063
C 8.42 -2.92 3.15  -0.098
C 7.17 -3.35 2.37  -0.268
N 6.29 -2.22 2.10  -0.177
C 5.08 -2.64 1.37  -0.260
C 5.42 -3.29 0.02  -0.071
C 5.83 -1.64 3.39  -0.245
C 4.95 -0.42 3.19  -0.087
H 8.28 -3.02 4.23  0.068
H 8.72 -1.91 2.89  0.076
H 9.26 -3.57 2.90  0.067
H 7.51 -3.81 1.45  0.099
H 6.66 -4.15 2.93  0.120
H 4.46 -3.25 2.04  0.114
H 4.59 -1.71 1.13  0.068
H 5.96 -4.23 0.06  0.062
H 4.56 -3.32 -0.65  0.053
H 6.11 -2.61 -0.49  0.084
H 6.76 -1.26 3.81  0.100
H 5.41 -2.40 4.06  0.114
H 5.40 0.35 2.56  0.081
H 4.68 0.04 4.15  0.066
H 3.95 -0.72 2.86  0.042
C 1.12 3.57 -1.25  -0.063
C 2.08 3.95 -0.09  -0.234
N 3.50 3.71 -0.32  -0.184
C 4.10 4.72 -1.19  -0.260
C 4.18 6.10 -0.55  -0.088
C 3.77 2.35 -0.79  -0.265
C 3.35 1.29 0.21  -0.081
H 0.08 3.70 -0.94  0.036
H 1.26 2.50 -1.42  0.049
H 1.32 4.13 -2.16  0.078
H 1.90 5.00 0.14  0.098
H 1.82 3.43 0.83  0.102
H 5.12 4.37 -1.37  0.111
H 3.59 4.76 -2.16  0.111
H 4.75 6.09 0.38  0.077
H 4.66 6.81 -1.23  0.070
H 3.21 6.56 -0.36  0.059
H 4.84 2.30 -0.98  0.114
H 3.34 2.16 -1.78  0.093
H 3.80 0.35 -0.13  0.071
H 2.27 1.18 0.33  0.053
H 3.76 1.48 1.21  0.071
C -5.09 -0.87 0.79  -0.009
C -4.14 -1.88 1.37  -0.486
C -3.53 -1.70 2.74  -0.004
O -3.77 -2.81 0.69  0.044
H -5.68 -0.37 1.56  0.080
H -5.75 -1.42 0.11  0.087
H -4.59 -0.19 0.10  0.073
H -2.45 -1.73 2.61  0.073
H -3.89 -2.53 3.34  0.094
H -3.85 -0.76 3.20  0.065
C -0.78 2.48 2.79  -0.005
C -2.18 2.10 3.14  -0.485
C -2.68 2.24 4.57  -0.003
O -2.99 1.80 2.29  0.047
H -0.49 3.24 3.52  0.082
H -0.57 2.83 1.78  0.072
H -0.10 1.66 3.03  0.066
H -3.70 1.88 4.56  0.081
H -2.62 3.26 4.94  0.083
H -2.14 1.53 5.20  0.080
C 3.93 0.18 -4.05  -0.016
C 3.74 -1.33 -4.10  -0.510
C 3.06 -1.87 -5.32  -0.026
O 4.12 -2.06 -3.22  0.069
H 4.54 0.34 -3.16  0.075
H 2.98 0.69 -3.87  0.076
H 4.38 0.56 -4.97  0.082
H 3.59 -1.49 -6.20  0.086
H 2.03 -1.51 -5.38  0.076
H 2.98 -2.95 -5.35  0.087
C -5.26 2.76 0.15  -0.022
C -6.17 3.95 0.25  -0.482
C -6.51 4.51 1.61  -0.010
O -6.59 4.50 -0.74  0.052
H -4.23 3.08 0.35  0.068
H -5.24 2.29 -0.83  0.070
H -5.47 2.01 0.92  0.065
H -6.55 3.74 2.37  0.082
H -7.47 5.02 1.55  0.085
H -5.74 5.24 1.87  0.071
C -1.48 -5.20 1.12  -0.014
C -0.12 -5.73 0.73  -0.488
C 0.47 -5.19 -0.54  -0.020
O 0.45 -6.56 1.40  0.063
H -1.62 -4.24 0.63  0.037
H -1.50 -5.08 2.20  0.086
H -2.35 -5.82 0.88  0.092
H 1.49 -4.85 -0.35  0.085
H -0.13 -4.42 -1.00  0.041
H 0.60 -6.02 -1.25  0.092

Entry 2:
Below is an isolated molecule of C4Br2N2O4, with properties calculated with wB97M-V/def2-TZVPD.

* relative energy (zero: lowest compared OMol25 entry of this formula, charge and spin): 0.0 kcal/mol

Each line ends with the Löwdin charge.
Geometry (Å):
C 1.34 -0.57 0.10  -0.575
C 1.52 0.75 0.10  -0.639
C -0.08 -1.14 0.07  -0.565
C 0.49 1.67 0.07  -0.135
N -0.91 -0.09 -0.05  0.124
N -2.32 -0.13 -0.07  -0.449
O -2.82 0.95 -0.17  0.078
O -0.24 -2.34 0.05  0.044
O -0.06 2.65 -0.06  0.304
O -2.85 -1.19 0.03  0.117
Br 2.59 -1.96 -0.07  0.916
Br 3.34 1.40 -0.01  0.780

Entry 3:
Below is a structure of composition C4F12KN2O8S4, with properties calculated with wB97M-V/def2-TZVPD.

* total charge: -1
* relative energy (zero: lowest compared OMol25 entry of this formula, charge and spin): 65.7 kcal/mol

Each line ends with the Löwdin charge.
Geometry (Å):
K -0.44 0.75 2.20  0.882
C -1.85 2.68 -0.83  -0.608
F -1.43 1.55 -1.46  0.125
F -2.51 3.51 -1.57  0.181
F -2.57 2.45 0.27  0.109
S -0.23 3.74 -0.23  0.678
O 0.32 4.16 -1.53  -0.317
O -0.69 4.82 0.66  -0.317
N 0.72 2.63 0.65  -0.401
S 2.13 3.21 0.34  0.541
O 2.88 2.62 -0.74  -0.291
O 2.43 4.64 0.47  -0.310
C 3.19 2.73 1.89  -0.631
F 2.43 2.83 3.03  0.052
F 3.72 1.55 1.84  0.170
F 4.07 3.73 2.13  0.099
C 1.43 -2.22 -1.70  -0.631
F 2.01 -3.15 -1.01  0.152
F 2.24 -1.17 -1.60  0.153
F 1.39 -2.78 -2.96  0.099
S -0.37 -1.81 -1.05  0.684
O -0.17 -0.99 0.14  -0.427
O -1.03 -1.17 -2.17  -0.290
N -1.02 -3.33 -0.75  -0.306
S -2.06 -3.27 0.40  0.572
O -1.61 -2.95 1.78  -0.364
O -3.25 -2.50 0.07  -0.310
C -2.37 -5.17 0.44  -0.591
F -1.27 -6.03 0.53  0.069
F -3.19 -5.48 1.47  0.108
F -2.92 -5.55 -0.71  0.121

Entry 4:
Below is a cluster of 2 separate species, C4H10 in total, with properties calculated with wB97M-V/def2-TZVPD.

* structure (SMILES): C=C(C)C.[H][H]
* relative energy (zero: lowest compared OMol25 entry of this formula, charge and spin): 35.9 kcal/mol

Each line ends with the Löwdin charge.
Geometry (Å):
C -0.89 -1.21 0.37  0.003
C 0.04 -0.26 0.45  -0.463
C -0.33 1.18 0.72  -0.097
C 1.47 -0.52 0.09  -0.081
H -0.64 -2.23 0.10  0.061
H -1.94 -1.00 0.58  0.060
H 0.00 1.51 1.71  0.077
H 0.14 1.84 -0.01  0.073
H -1.41 1.33 0.66  0.073
H 1.71 -1.59 0.11  0.074
H 2.17 -0.01 0.76  0.077
H 1.67 -0.14 -0.93  0.080
H -1.01 0.29 -2.02  0.019
H -0.98 0.80 -2.56  0.044

Entry 5:
Below is an isolated molecule of C4H10, with properties calculated with wB97M-V/def2-TZVPD.

* structure (SMILES): CCCC
* relative energy (zero: lowest compared OMol25 entry of this formula, charge and spin): 10.3 kcal/mol

Each line ends with the Löwdin charge.
Geometry (Å):
C 0.34 -0.30 1.85  -0.122
C -0.53 0.08 0.64  -0.259
C 0.33 0.42 -0.60  -0.281
C -0.19 -0.17 -1.92  -0.124
H 1.12 -1.01 1.61  0.065
H -0.31 -0.68 2.65  0.064
H 0.79 0.58 2.31  0.067
H -0.96 1.04 0.89  0.091
H -1.28 -0.68 0.46  0.102
H 1.40 0.16 -0.57  0.099
H 0.37 1.52 -0.68  0.098
H -0.29 -1.24 -1.81  0.064
H 0.44 0.13 -2.76  0.064
H -1.23 0.13 -2.09  0.072

Entry 6:
Below is a structure of composition C4H10Ag4FO2, with properties calculated with wB97M-V/def2-TZVPD.

* total charge: +3
* relative energy (zero: lowest compared OMol25 entry of this formula, charge and spin): 28.6 kcal/mol

Each line ends with the Löwdin charge.
Geometry (Å):
Ag -1.03 3.05 3.23  0.896
Ag 1.99 0.29 0.15  0.868
Ag 2.12 1.87 3.43  0.864
Ag -0.19 -0.50 2.83  0.868
F 0.47 1.86 1.62  -0.630
C 0.13 -2.55 1.01  -0.097
O 0.01 -1.26 0.50  -0.321
C -0.85 -1.20 -0.60  -0.181
C -0.86 0.18 -1.21  -0.179
O 0.45 0.55 -1.60  -0.251
C 0.62 1.88 -2.08  -0.067
H 0.87 -2.75 1.78  0.101
H 0.25 -3.25 0.18  0.130
H -0.79 -2.73 1.57  0.100
H -1.87 -1.39 -0.25  0.152
H -0.67 -1.95 -1.37  0.161
H -1.32 0.91 -0.54  0.123
H -1.53 0.20 -2.06  0.158
H 0.20 2.63 -1.40  0.095
H 0.32 2.06 -3.11  0.117
H 1.69 2.10 -2.10  0.092

Entry 7:
Below is an isolated molecule of C4H10BFO, with properties calculated with wB97M-V/def2-TZVPD.

* structure (SMILES): COCCCBF
* electronic energy: -358.35883 Eh

Each line ends with the Löwdin charge.
Geometry (Å):
C 0.57 1.10 2.01  -0.128
O -0.39 1.73 1.16  -0.227
C -0.31 1.22 -0.20  -0.204
C -1.04 -0.17 -0.22  -0.185
C -0.52 -1.19 -1.33  -0.159
B 1.02 -1.60 -1.18  -0.189
F 1.91 -1.08 -2.15  0.043
H 1.08 0.21 1.53  0.090
H 0.01 0.67 2.90  0.096
H 1.32 1.83 2.44  0.094
H 0.77 1.19 -0.49  0.122
H -0.81 2.01 -0.84  0.132
H -2.13 0.04 -0.47  0.118
H -1.06 -0.70 0.77  0.117
H -0.76 -0.80 -2.36  0.108
H -1.13 -2.14 -1.22  0.107
H 1.46 -2.32 -0.35  0.067

Entry 8:
Below is an isolated molecule of C4H10BN, with properties calculated with wB97M-V/def2-TZVPD.

* relative energy (zero: lowest compared OMol25 entry of this formula, charge and spin): 107.1 kcal/mol

Each line ends with the Löwdin charge.
Geometry (Å):
B 0.46 1.44 -0.18  -0.295
C -1.17 1.12 0.02  -0.165
C -1.67 -0.29 -0.29  -0.286
C -1.03 -1.44 0.49  0.079
C 2.30 -0.37 -0.18  -0.169
N 1.05 0.25 0.14  0.060
H 0.74 2.63 -0.19  0.085
H -1.19 1.26 1.07  0.083
H -1.65 1.80 -0.56  0.046
H -2.69 -0.30 -0.05  0.086
H -1.57 -0.51 -1.31  0.085
H -0.74 -1.26 1.56  0.067
H -0.87 -2.49 0.15  0.062
H 2.57 -1.28 0.48  0.085
H 2.21 -0.84 -1.16  0.065
H 3.24 0.29 0.01  0.113

Entry 9:
Below is an isolated molecule of C4H10BN, with properties calculated with wB97M-V/def2-TZVPD.

* relative energy (zero: lowest compared OMol25 entry of this formula, charge and spin): 80.0 kcal/mol

Each line ends with the Löwdin charge.
Geometry (Å):
B -2.39 0.36 0.13  -0.293
C 0.97 -0.95 0.39  -0.182
C 1.42 0.38 -0.26  -0.267
C -0.37 -1.14 -0.25  -0.287
C 0.51 1.47 0.02  0.085
N -1.12 0.04 -0.05  -0.004
H -2.78 1.49 0.14  0.008
H -3.35 -0.32 0.36  0.016
H 1.68 -1.82 0.39  0.124
H 0.88 -0.69 1.44  0.111
H 2.59 0.67 0.01  0.184
H 1.32 0.22 -1.24  0.051
H -0.35 -1.24 -1.37  0.138
H -0.93 -2.03 0.20  0.149
H 0.26 1.69 1.04  0.076
H 0.22 2.30 -0.60  0.091

Entry 10:
Below is an isolated molecule of C4H10BNO, with properties calculated with wB97M-V/def2-TZVPD.

* relative energy (zero: lowest compared OMol25 entry of this formula, charge and spin): 61.5 kcal/mol

Each line ends with the Löwdin charge.
Geometry (Å):
B 0.56 0.20 0.13  -0.309
C -1.65 1.21 -0.34  -0.062
C -2.32 0.04 0.33  -0.287
C -1.37 -1.20 0.21  -0.252
C 3.05 -0.11 -0.16  -0.100
N 1.80 0.67 -0.21  0.063
O -0.02 -1.01 0.19  0.064
H -1.81 2.26 0.01  0.039
H -1.50 0.99 -1.40  0.037
H -2.62 0.28 1.40  0.113
H -3.28 -0.39 -0.07  0.109
H -1.61 -1.85 1.01  0.099
H -1.61 -1.89 -0.63  0.129
H 3.24 -0.78 -1.01  0.071
H 3.86 0.68 -0.30  0.094
H 3.30 -0.68 0.87  0.125
H 1.98 1.58 -0.02  0.068

Entry 11:
Below is a cluster of 3 separate species, C4H10Br2N2O4 in total, with properties calculated with wB97M-V/def2-TZVPD.

* structure (SMILES): C[N+](=O)[O-].C[N+](=O)[O-].BrCCBr
* relative energy (zero: lowest compared OMol25 entry of this formula, charge and spin): 8.1 kcal/mol

Each line ends with the Löwdin charge.
Geometry (Å):
C -1.23 2.04 -0.29  0.030
N -1.17 3.47 -0.77  -0.441
O -0.25 4.16 -0.37  0.063
O -1.95 3.76 -1.65  0.061
H -1.43 1.46 -1.18  0.044
H -2.12 2.06 0.34  0.107
H -0.36 1.68 0.23  0.069
C 2.69 -1.24 1.69  0.056
N 1.77 -0.21 2.23  -0.435
O 2.12 0.43 3.20  0.089
O 0.72 0.01 1.65  0.038
H 2.37 -1.50 0.68  0.084
H 2.63 -2.09 2.35  0.106
H 3.70 -0.84 1.71  0.103
Br -0.59 -0.69 -3.28  0.597
C -0.36 -1.91 -1.74  -0.643
C -1.27 -1.55 -0.57  -0.696
Br -3.15 -1.23 -1.03  0.600
H 0.66 -1.85 -1.38  0.045
H -0.54 -2.95 -2.01  0.061
H -0.92 -0.68 -0.02  0.006
H -1.31 -2.34 0.18  0.058

Entry 12:
Below is the ion C4H10Br2N3 with charge +1, with properties calculated with wB97M-V/def2-TZVPD.

* total charge: +1
* electronic energy: -5470.33971 Eh

Each line ends with the Löwdin charge.
Geometry (Å):
C 0.79 -0.85 0.40  -0.180
C 0.78 0.20 -1.76  -0.255
C 0.04 -0.22 1.56  -0.651
C -2.04 -0.23 0.22  -0.558
N 1.18 0.23 -0.55  0.028
N 1.19 0.96 -2.71  0.203
N -1.39 -0.46 1.54  -0.192
Br 0.64 -0.92 3.38  0.698
Br -1.59 1.61 -0.25  0.631
H 1.78 -1.38 0.53  0.153
H 0.06 -1.51 -0.02  0.107
H 0.01 -0.46 -2.11  0.162
H 0.41 0.82 1.40  0.086
H -3.03 -0.17 0.55  -0.024
H 2.03 0.79 -0.34  0.193
H 0.82 1.19 -3.64  0.167
H 1.88 1.66 -2.50  0.131
H -1.72 -1.32 2.00  0.160
H -1.83 0.05 2.30  0.138

| no. | F_max (eV Å⁻¹) |
| --- | --- |
| 1 | 2.15 |
| 2 | 3.09 |
| 3 | 6.74 |
| 4 | 0.34 |
| 5 | 1.70 |
| 6 | 2.81 |
| 7 | 2.74 |
| 8 | 2.98 |
| 9 | 5.09 |
| 10 | 4.71 |
| 11 | 2.07 |
| 12 | 3.33 |